The following is a quantum chemistry calculation of a molecular structure, C4H4N2O, from the Open Molecules 2025 dataset.

```
11
Properties=species:S:1:pos:R:3:nbo_charge:R:1
N 2.8648 -0.3257 0.4227 -0.66
C 1.6691 -0.6080 0.2295 0.24
C 0.4316 -0.8686 -0.1370 0.01
N -0.7663 -0.9430 0.3997 -0.32
C -1.7094 -0.0805 0.2407 -0.10
C -1.4785 1.1503 -0.5290 0.34
O -0.3755 1.4395 -0.9570 -0.52
H 3.1309 0.5756 0.0297 0.39
H 1.2536 -1.8328 0.3584 0.28
H -2.6862 -0.2998 0.6657 0.20
H -2.3530 1.7989 -0.7172 0.13
```

relative energy (zero: lowest compared OMol25 entry of this formula, charge and spin)	456.5	kJ/mol
max |F|	0.49	eV/Å
Kohn-Sham gap	8.3	eV
HOMO	-8.874	eV